[1]
Below is a structure of composition C30H36BrCsN3O6Sb, with properties calculated with ωB97M-V/def2-TZVPD.

```
78
Properties=species:S:1:pos:R:3:lowdin_charge:R:1
Cs 0.51607 1.05683 -1.32051 1.4484
O 2.91912 1.42055 -1.85683 -0.3064
C 3.56748 2.45337 -1.97271 -0.2238
C 3.04905 3.81659 -2.02801 -0.1126
C 4.05953 4.79488 -2.09386 0.0269
C 3.72139 6.11213 -2.14903 -0.1595
C 2.38366 6.52390 -2.14997 -0.0068
C 1.38213 5.59956 -2.09145 0.0014
C 1.65463 4.19127 -2.03489 -0.3940
O 0.72130 3.33185 -1.99448 -0.4311
N 4.79350 7.13697 -2.21353 -0.3662
O 4.44720 8.29881 -2.29992 0.0567
O 5.94315 6.74909 -2.24766 0.0567
H 4.66783 2.38812 -2.03622 0.1240
H 5.09955 4.49683 -2.09879 0.1215
H 2.15291 7.57907 -2.20248 0.1172
H 0.34737 5.91282 -2.09529 0.1120
C -3.42076 0.77167 -2.16287 -0.0489
O -2.55799 0.55320 -1.05411 -0.1770
C -3.04949 0.79393 0.18514 -0.2218
C -4.36612 1.10285 0.45640 -0.0465
C -4.76808 1.33824 1.77435 -0.6910
Br -6.56773 1.75921 2.11494 0.7669
C -3.87176 1.26690 2.80811 -0.0804
C -2.53347 0.94998 2.53698 -0.0606
C -2.11331 0.70931 1.23711 -0.2070
O -0.84588 0.39773 0.92162 -0.1798
C -1.53215 0.85110 3.60788 -0.2312
N -0.26626 0.59700 3.37419 0.1590
C 0.34084 0.57204 4.63165 -0.1981
C 1.67183 0.34284 4.97112 -0.0071
C 2.00469 0.37104 6.30968 -0.0838
C 1.03136 0.62370 7.29529 -0.0874
C -0.29123 0.85013 6.96953 -0.0169
C -0.60582 0.81589 5.61459 -0.1804
N -1.80736 0.98760 4.93358 0.1820
H -4.24607 0.05646 -2.15740 0.1015
H -2.80635 0.60957 -3.04358 0.0970
H -3.80135 1.79448 -2.15076 0.1060
H -5.08678 1.16676 -0.34435 0.1024
H -4.20703 1.46681 3.81558 0.0992
H -0.30252 0.47356 1.75619 0.0599
H 2.41543 0.15048 4.21006 0.1141
H 3.02742 0.19814 6.61291 0.1016
H 1.32293 0.64207 8.33666 0.1019
H -1.03422 1.04216 7.73068 0.1099
H -2.71254 1.16176 5.33047 0.1542
C 2.94479 -2.48613 -1.78760 -0.1499
C 1.79479 -3.06166 -0.96012 -0.5890
C 1.91016 -4.57386 -0.82938 -0.1456
Sb -0.08940 -2.36986 -1.71770 1.4463
C -1.33905 -3.45542 -0.34880 -0.5808
C -2.79569 -3.00498 -0.43828 -0.1479
C -0.86351 -3.30682 1.09618 -0.1428
C -0.29349 -3.69603 -3.37926 -0.5993
C -1.75362 -4.04326 -3.64387 -0.1594
C 0.33360 -3.06339 -4.61886 -0.1636
H 3.91240 -2.74370 -1.34645 0.0795
H 2.91179 -1.39843 -1.87735 0.0464
H 2.94978 -2.89287 -2.80208 0.0637
H 1.84223 -2.61471 0.03833 0.0766
H 1.96487 -5.05214 -1.80983 0.0679
H 1.07899 -5.03412 -0.29543 0.0579
H 2.82905 -4.84837 -0.30165 0.0801
H -1.25719 -4.50393 -0.65128 0.0809
H -2.91025 -1.98433 -0.06124 0.0597
H -3.43493 -3.64571 0.17757 0.0816
H -3.20527 -3.01508 -1.44857 0.0535
H -0.86317 -2.25834 1.40923 0.0622
H 0.13855 -3.69761 1.26740 0.0558
H -1.53600 -3.84199 1.77398 0.0806
H 0.24577 -4.61102 -3.12701 0.0762
H -2.35563 -3.14891 -3.83699 0.0719
H -2.22652 -4.57452 -2.81874 0.0568
H -1.84583 -4.67660 -4.53185 0.0780
H -0.19378 -2.14636 -4.89832 0.0699
H 0.27826 -3.73626 -5.48022 0.0766
H 1.38216 -2.79285 -4.48784 0.0540
```

Properties
2S+1   1
E_tot   -4614.785579 Eh
F_max   2.83 eV/Å

***

[2]
Below is a cluster of 2 separate species, C6H11N4 in total, with properties calculated with ωB97M-V/def2-TZVPD.

```
21
Properties=species:S:1:pos:R:3:lowdin_charge:R:1
C 2.91793 -2.48689 -0.44717 -0.1476
C 1.56924 -2.33259 -0.20538 0.0249
C 2.55904 -0.39165 -0.68769 -0.0703
C 0.22030 -0.18219 -0.08475 -0.0130
C 0.95671 2.11255 0.45055 -0.0202
C -2.63479 -0.36077 -0.02457 -0.1760
N 3.47907 -1.36767 -0.73810 0.1138
N 1.31708 -0.90516 -0.35166 0.0085
N 0.04103 1.07876 0.05172 0.0643
N -1.49900 -1.20671 0.11040 0.0546
H 3.26711 -3.44094 -0.40244 0.0951
H 0.86470 -3.03837 0.30642 0.1390
H 2.76431 0.62573 -0.80070 0.1072
H 1.97226 1.86546 0.59942 0.0670
H 0.82810 3.00573 -0.20749 0.1276
H 0.65170 2.41967 1.51569 0.1413
H -3.51795 -0.98398 0.38618 0.1431
H -2.82491 -0.13459 -1.07616 0.0924
H -2.62965 0.55114 0.58536 0.0732
H -0.84465 1.47337 0.11047 0.1110
H -1.17940 -1.32398 1.05787 0.0642
```

Properties
Total charge   +1
Energy relative to the best compared isomer or geometry (same formula, charge and spin)   106.4 kcal per mole
2S+1   1
F_max   6.02 eV/Å

***

[3]
Below is a cluster of 5 separate species, C14H13Cl12F5NO6PS in total, with properties calculated with ωB97M-V/def2-TZVPD.

```
53
Properties=species:S:1:pos:R:3:lowdin_charge:R:1
N -3.31085 -0.44928 4.64498 -0.1969
P -2.26887 -0.79208 3.41097 0.7480
O -0.65897 -0.61216 4.12656 -0.2453
O -2.58776 -2.45578 2.97859 -0.2457
C -2.64298 0.47674 2.03359 -0.3414
O -4.09732 0.52081 1.81628 -0.2273
S -4.16052 1.51869 0.39675 0.9037
O -4.90283 0.95336 -0.85539 -0.2996
O -4.72878 2.83350 0.98226 -0.3072
O -2.52210 1.50401 -0.17426 -0.2342
C -2.04529 0.26279 0.52181 -0.1650
C -0.42923 0.33608 0.25168 -0.1916
F -0.08879 1.49045 -0.65751 -0.0181
F 0.31464 0.49017 1.52316 -0.0180
C 0.12244 -1.04768 -0.50280 -0.0356
C -0.02406 -2.45849 0.32643 0.0055
C 0.47624 -3.92563 -0.22786 -0.0340
C 1.15440 -3.98678 -1.71925 0.0190
C 1.32489 -2.56561 -2.57538 -0.0165
C 2.02223 -2.72358 -4.07970 -0.2132
F 1.02598 -3.39253 -4.99299 -0.0071
F 3.26202 -3.56872 -4.04137 -0.0103
F 2.33002 -1.37264 -4.62778 -0.0027
C 0.82589 -1.08590 -1.98325 0.0894
H -3.91125 -1.29517 4.84460 -0.0001
H 0.00921 -1.17791 3.63096 0.0711
H -1.84222 -2.98843 3.43066 0.0957
H -2.40981 1.52103 2.50737 0.0605
H -2.58869 -0.60399 -0.04780 0.1863
H -0.51347 -2.43296 1.39306 0.0624
H 0.33863 -4.91381 0.42708 0.1060
H 1.53462 -5.02480 -2.16877 0.1207
H 0.98941 -0.10894 -2.61884 0.1184
Cl -1.00911 2.59625 3.96933 0.6001
C -0.67838 4.19204 3.27390 -1.4905
Cl 1.02160 4.63295 3.50907 0.5315
Cl -1.09551 4.21881 1.55203 0.5610
H -1.29971 4.92823 3.79025 0.0243
Cl -6.61907 4.48568 3.97825 0.5125
C -7.53300 4.94508 2.53144 -1.5429
Cl -9.26852 4.69493 2.78645 0.5122
Cl -7.20466 6.63137 2.09768 0.5099
H -7.21110 4.30767 1.70394 0.0069
Cl 6.48576 -4.60690 -2.47746 0.5104
C 6.99050 -3.51018 -3.77437 -1.5352
Cl 7.44024 -1.92930 -3.11241 0.4979
Cl 8.33798 -4.20755 -4.68954 0.5198
H 6.14707 -3.37103 -4.45547 0.0097
Cl 8.41211 1.03928 -4.56907 0.5001
C 7.09169 1.91882 -3.78011 -1.5364
Cl 5.55238 1.07387 -4.01725 0.4995
Cl 7.42753 2.12676 -2.05283 0.5145
H 7.01536 2.90849 -4.23769 0.0176
```

Properties
2S+1   1
E_tot   -7808.129899 Eh
F_max   6.44 eV/Å

***

[4]
Below is the ion C4H9N4O2 with charge +1, with properties calculated with ωB97M-V/def2-TZVPD.

```
19
Properties=species:S:1:pos:R:3:lowdin_charge:R:1
H 3.48163 -0.80708 0.71095 0.1098
N 3.75424 0.20361 0.56526 0.2011
C 2.98033 0.99989 0.02418 -0.1248
O 1.66248 0.68406 -0.52823 0.0843
N 1.00001 -0.39761 -0.21186 -0.0665
O 1.51803 -1.44314 0.07000 0.1971
C -0.48959 -0.42421 -0.29918 -0.4345
N -0.98043 -1.67952 0.00582 0.1718
C -1.07695 0.51664 -1.28439 -0.0055
N -1.05417 0.79870 0.05885 -0.0255
C -2.31678 0.60697 0.78584 -0.0282
H 3.04713 2.07575 -0.17653 0.1552
H -1.04563 -1.94718 0.98920 0.1313
H -0.32807 -2.39510 -0.14027 0.0810
H -0.37622 1.11562 -1.93583 0.1543
H -1.92023 0.20608 -1.73406 0.1056
H -1.97954 0.49637 1.78978 0.0877
H -2.83417 1.55746 0.74627 0.1032
H -3.04206 -0.16730 0.56421 0.1026
```

Properties
Total charge   +1
Energy relative to the best compared isomer or geometry (same formula, charge and spin)   150.1 kcal per mole
2S+1   1
F_max   4.86 eV/Å

***

[5]
Below is an isolated molecule of C6H12O, with properties calculated with ωB97M-V/def2-TZVPD.

```
19
Properties=species:S:1:pos:R:3:lowdin_charge:R:1
C -0.81255 1.30462 1.44134 -0.0830
C 0.28306 0.25858 1.13285 -0.1801
C 0.42098 -0.21202 -0.31285 -0.4369
C 1.23842 0.67137 -1.23490 -0.0389
C 0.50994 -1.69825 -0.59490 -0.0385
C -0.74498 -0.95655 -0.92086 -0.3167
O -1.84890 -1.24313 -0.11980 -0.0097
H -1.82807 0.93011 1.27688 0.0572
H -0.70281 2.22143 0.85335 0.0765
H -0.76595 1.58316 2.50040 0.0767
H 0.10941 -0.60687 1.77850 0.1133
H 1.22977 0.70613 1.45222 0.1120
H 0.89968 1.71449 -1.23865 0.0801
H 2.29452 0.65522 -0.93989 0.0853
H 1.18742 0.30091 -2.26479 0.0820
H 0.44080 -2.39945 0.23207 0.1141
H 1.14739 -2.03290 -1.40892 0.1059
H -0.98121 -0.77156 -1.97110 0.1458
H -2.07691 -0.42531 0.33906 0.0548
```

Properties
Energy relative to the best compared isomer or geometry (same formula, charge and spin)   28.4 kcal per mole
2S+1   1
F_max   0.41 eV/Å

***

[6]
Below is a cluster of 2 separate species, C4H12N2 in total, with properties calculated with ωB97M-V/def2-TZVPD.

```
18
Properties=species:S:1:pos:R:3:lowdin_charge:R:1
C 1.16008 0.31467 -3.37338 -0.0255
C 0.25980 -0.54055 -2.92570 -0.2564
C -0.08846 -1.84520 -3.58462 -0.1215
H 1.09222 1.37202 -3.14999 0.0505
H 1.87416 -0.03209 -4.11058 0.0558
H -0.54217 -0.17934 -2.28747 0.0868
H 0.75905 -2.39767 -3.98168 0.0713
H -0.64065 -2.44990 -2.85721 0.0642
H -0.82394 -1.65416 -4.36640 0.0749
N -0.65652 2.02819 3.60459 -0.0190
C -0.62843 0.61956 3.83955 -0.3933
N 0.42763 -0.10019 3.08942 -0.0193
H 0.22095 2.49205 3.80922 0.0669
H -0.86769 2.34797 2.66597 0.0608
H -0.39669 0.52277 4.90247 0.0999
H -1.62509 0.19815 3.69614 0.1014
H 0.05437 -1.02334 2.86902 0.0519
H 0.42137 0.32707 2.16063 0.0507
```

Properties
Energy relative to the best compared isomer or geometry (same formula, charge and spin)   35.7 kcal per mole
2S+1   1
F_max   1.45 eV/Å

***

[7]
Below is an isolated molecule of C20H23N3O3S, with properties calculated with ωB97M-V/def2-TZVPD.

```
50
Properties=species:S:1:pos:R:3:lowdin_charge:R:1
C 2.43024 2.52019 -6.30293 -0.0865
O 2.49110 2.58345 -4.89817 -0.0734
C 1.79132 1.67148 -4.17589 -0.2584
C 0.99351 0.67849 -4.72114 0.0623
C 0.31650 -0.21889 -3.89140 -0.2589
O -0.42135 -1.16030 -4.54144 -0.0788
C -1.13590 -2.10139 -3.77542 -0.0848
C 0.42078 -0.10979 -2.51324 0.0219
C 1.21748 0.89857 -1.96951 -0.1260
C 1.37729 1.02416 -0.49178 -0.4353
O 2.41844 1.34801 0.04570 0.0745
N 0.24404 0.77684 0.21101 0.1087
C 0.24229 0.61838 1.64607 -0.2416
C -0.64116 1.69861 2.30013 -0.1976
C -0.54103 1.67915 3.81593 -0.5145
S -1.54177 2.98701 4.59995 0.7919
C -0.51003 4.43613 4.24126 -0.4086
C -0.25285 -0.75604 1.96293 -0.2783
N -1.11637 -1.39558 1.22855 0.1770
C -1.31198 -2.60657 1.84624 -0.2263
C -2.12542 -3.67755 1.49561 -0.0194
C -2.11493 -4.78299 2.31999 -0.0993
C -1.32105 -4.83741 3.46725 -0.0993
C -0.50563 -3.78528 3.83387 -0.0260
C -0.51084 -2.67285 3.00982 -0.1921
N 0.15358 -1.47135 3.05454 0.1730
C 1.90742 1.77248 -2.78725 0.0574
H 1.40954 2.67266 -6.66788 0.0961
H 2.81158 1.56550 -6.67847 0.0966
H 3.06568 3.32832 -6.66160 0.0932
H 0.87340 0.55233 -5.78426 0.1161
H -1.87928 -1.61736 -3.13422 0.0965
H -0.46727 -2.71079 -3.15949 0.0973
H -1.64353 -2.74072 -4.49594 0.0929
H -0.07067 -0.81556 -1.86281 0.1011
H -0.58280 0.43806 -0.25569 0.1245
H 1.28024 0.74147 1.98117 0.1538
H -0.31236 2.66556 1.91558 0.1104
H -1.67903 1.54245 1.99977 0.1208
H 0.48972 1.81005 4.14989 0.0801
H -0.93925 0.74934 4.22181 0.0645
H -0.96822 5.27452 4.75470 0.0265
H -0.48864 4.62688 3.17263 0.0254
H 0.49294 4.26937 4.62376 0.0343
H -2.73961 -3.63432 0.61052 0.1075
H -2.73579 -5.63232 2.07663 0.0984
H -1.34666 -5.72488 4.08157 0.0992
H 0.10819 -3.82774 4.72104 0.1070
H 0.83166 -1.18528 3.74036 0.1659
H 2.53650 2.53549 -2.35973 0.1304
```

Properties
Energy relative to the best compared isomer or geometry (same formula, charge and spin)   34.0 kcal per mole
2S+1   1
F_max   0.76 eV/Å

***

[8]
Below is an isolated molecule of C7H6BrNO3, with properties calculated with ωB97M-V/def2-TZVPD.

```
18
Properties=species:S:1:pos:R:3:lowdin_charge:R:1
O 0.65672 -1.27955 -1.29451 -0.0227
C 0.66743 -0.49615 -0.31760 -0.2747
C 1.86612 -0.05152 0.40709 -0.0090
C 1.93624 0.77293 1.46131 -0.0368
C 0.66249 1.28340 1.93072 -0.0657
C -0.54392 0.92367 1.43797 0.0068
C -0.70137 -0.07382 0.36021 -0.2362
O -1.79277 0.26767 -0.48530 -0.0066
N -1.88545 -0.81366 -1.36313 -0.3768
O -2.50298 -1.81100 -0.95031 -0.0019
C -1.16207 -0.77451 -2.44360 -0.5232
Br -0.38488 0.78109 -3.10464 0.8332
H 2.85268 -0.26076 -0.01092 0.1189
H 2.90732 1.05161 1.86899 0.1192
H 0.63436 1.85867 2.79850 0.0834
H -1.45891 1.34124 1.77251 0.1149
H -0.85016 -1.04159 0.87766 0.1844
H -0.90087 -1.67770 -2.94495 0.0927
```

Properties
Energy relative to the best compared isomer or geometry (same formula, charge and spin)   63.0 kcal per mole
2S+1   1
F_max   3.90 eV/Å

***

Question: What is the formula in the sixth record?
Answer: C4H12N2